ORCA calculation (the ωB97M-V functional and the def2-TZVPD basis) on C38H68N10O3P2SSiTl as an isolated structure.

Last column: Mulliken charge in e.
Positions of all 124 atoms, in Å:
1 Tl -0.9313 0.7871 1.3263  0.69
2 C 2.1325 -0.2859 -2.5972  0.23
3 N 3.2010 -0.5014 -1.6269  0.48
4 C 4.3904 -1.0962 -2.2128  -1.19
5 P 2.8468 -0.8418 -0.0589  -1.40
6 O 1.5529 -0.3192 0.4068  2.35
7 O 2.9493 -2.4538 0.1279  -0.76
8 P 1.7947 -3.4907 -0.3366  0.02
9 O 1.1314 -3.0652 -1.5831  -0.73
10 N 0.9385 -3.7226 1.0370  0.72
11 C -0.2687 -4.5326 0.8805  -1.05
12 C 0.8513 -2.7803 2.1574  -1.04
13 N 2.5934 -4.9198 -0.5735  0.25
14 C 3.0267 -5.2912 -1.9072  -0.89
15 C 3.3590 -5.5249 0.4986  -1.11
16 N 4.1896 -0.3889 0.7870  0.22
17 C 4.6256 -1.0951 1.9874  -0.78
18 C 4.3873 1.0565 0.8964  -0.53
19 H 2.5073 0.3592 -3.3949  0.56
20 H 1.2898 0.2125 -2.1318  -1.23
21 H 1.7879 -1.2378 -3.0100  0.31
22 H 4.7499 -0.4574 -3.0231  0.34
23 H 4.1777 -2.0916 -2.6244  0.23
24 H 5.1751 -1.1827 -1.4634  0.40
25 H -0.1369 -5.2562 0.0752  0.40
26 H -1.1393 -3.9113 0.6583  0.22
27 H -0.4529 -5.0769 1.8098  0.36
28 H 1.7932 -2.2636 2.3148  0.24
29 H 0.6211 -3.3559 3.0572  0.53
30 H 0.0780 -2.0246 2.0225  0.23
31 H 2.4122 -4.7781 -2.6422  0.12
32 H 2.9175 -6.3710 -2.0433  0.34
33 H 4.0803 -5.0331 -2.0778  0.29
34 H 2.9613 -5.2078 1.4603  0.26
35 H 4.4187 -5.2454 0.4447  0.30
36 H 3.2899 -6.6146 0.4366  0.36
37 H 4.4308 -2.1595 1.8982  0.13
38 H 4.1225 -0.7107 2.8823  0.14
39 H 5.7019 -0.9477 2.1082  0.39
40 H 3.9985 1.5581 0.0105  0.13
41 H 5.4572 1.2671 0.9715  0.43
42 H 3.8796 1.4558 1.7786  -0.06
43 C 1.5792 2.8490 -1.2921  -0.88
44 C 0.2237 3.4373 -1.0325  0.17
45 C -0.1570 4.6282 -1.6279  -0.86
46 C -1.4028 5.1581 -1.2955  -0.84
47 C -2.2123 4.5217 -0.3879  -0.76
48 C -1.7784 3.3026 0.1949  0.42
49 N -0.5752 2.7840 -0.1848  0.67
50 N -2.4401 2.5755 1.0964  0.15
51 Si -3.8024 2.9941 2.0448  -0.16
52 C -5.3747 3.1789 1.0211  -1.14
53 C -3.5221 4.5947 2.9920  -1.04
54 C -4.0569 1.6005 3.2639  -0.81
55 H 2.3421 3.4631 -0.8059  0.44
56 H 1.7868 2.8156 -2.3627  0.51
57 H 1.6383 1.8484 -0.8709  -0.39
58 H 0.5002 5.1161 -2.3344  0.49
59 H -1.7352 6.0836 -1.7529  0.37
60 H -3.1774 4.9283 -0.1183  0.34
61 H -5.2964 3.9818 0.2845  0.32
62 H -6.2369 3.3932 1.6592  0.38
63 H -5.5769 2.2514 0.4795  0.28
64 H -3.3299 5.4358 2.3220  0.33
65 H -2.6542 4.4874 3.6469  0.27
66 H -4.3874 4.8466 3.6113  0.36
67 H -4.4310 0.7077 2.7569  0.19
68 H -4.7755 1.8753 4.0405  0.48
69 H -3.1093 1.3424 3.7471  0.08
70 C -3.3888 -0.9671 -3.3606  -1.03
71 N -2.2264 -0.2778 -2.8286  0.51
72 C -2.5868 1.0461 -2.3395  -0.98
73 C -1.4588 -1.0702 -1.8554  0.42
74 C -2.2076 -1.5785 -0.6448  1.27
75 C -2.9758 -2.7379 -0.7849  -0.19
76 C -3.6985 -3.2612 0.2749  -0.87
77 C -3.6263 -2.6411 1.5138  -1.14
78 C -2.8350 -1.5112 1.6694  -0.09
79 C -2.1298 -0.9456 0.5986  -0.58
80 H -3.7856 -0.3924 -4.2005  0.28
81 H -4.1917 -1.0971 -2.6220  0.26
82 H -3.1033 -1.9583 -3.7238  0.27
83 H -3.0545 1.6095 -3.1483  0.39
84 H -1.6874 1.5787 -2.0425  -0.07
85 H -3.2745 1.0053 -1.4830  0.27
86 H -0.6225 -0.4556 -1.5182  -1.65
87 H -1.0295 -1.9269 -2.3852  0.65
88 H -2.9902 -3.2489 -1.7421  0.22
89 H -4.2913 -4.1586 0.1408  0.36
90 H -4.1646 -3.0472 2.3627  0.42
91 H -2.7462 -1.0709 2.6574  0.56
92 C 0.2095 -0.8763 5.5855  -1.17
93 C 1.1585 0.1889 5.1212  0.99
94 C 2.2640 0.5232 5.8746  -0.68
95 C 3.1645 1.5106 5.4736  -1.17
96 C 2.8942 2.1723 4.2830  -0.29
97 C 1.7969 1.8753 3.4852  0.85
98 C 1.5644 2.6799 2.2429  -0.54
99 C 0.8733 0.8382 3.8610  0.27
100 N -0.1909 0.3707 3.2034  -0.67
101 H 0.5163 -1.2762 6.5554  0.38
102 H 0.1503 -1.6937 4.8612  -0.06
103 H -0.8090 -0.4850 5.6623  0.15
104 H 2.4287 -0.0054 6.8108  0.31
105 H 4.0273 1.7662 6.0759  0.33
106 H 3.5610 2.9672 3.9546  0.34
107 H 2.3881 3.3812 2.0816  0.36
108 H 0.6378 3.2626 2.2949  0.46
109 H 1.4872 2.0477 1.3561  -0.60
110 S 0.1393 2.0627 -4.8335  -0.38
111 C 0.5062 0.4718 -5.2445  0.01
112 N -0.2558 -0.5646 -4.8851  0.19
113 C 0.0636 -1.9479 -5.1933  -0.06
114 C 0.8271 -2.0245 -6.5030  -0.99
115 C 2.0424 -1.1186 -6.4038  -0.50
116 N 1.6238 0.2005 -5.9670  -0.06
117 H -1.0544 -0.3888 -4.2483  -0.02
118 H -0.8722 -2.5053 -5.2518  0.37
119 H 0.6551 -2.3986 -4.3871  -0.03
120 H 0.1870 -1.6893 -7.3222  0.35
121 H 1.1356 -3.0509 -6.7040  0.42
122 H 2.5380 -1.0224 -7.3710  0.45
123 H 2.7667 -1.5484 -5.7011  0.18
124 H 2.1401 1.0174 -6.2422  0.25

Forces on the atoms, in the same order (eV/Å):
0.06 -0.05 0.19
0.02 -0.02 -0.02
0.01 0.04 -0.02
0.01 0.02 0.02
0.07 0.07 0.49
-0.16 0.09 -0.56
-0.01 -0.09 -0.01
0.12 0.03 0.05
-0.03 -0.06 -0.01
-0.08 0.07 -0.03
0.00 0.00 0.03
0.02 0.00 0.03
-0.06 -0.05 -0.01
0.03 0.01 0.00
0.02 0.01 0.00
0.10 -0.14 -0.14
-0.11 0.05 0.11
0.00 0.06 -0.04
-0.01 0.00 0.03
-0.01 -0.02 0.02
0.03 0.05 0.00
0.00 0.00 0.00
0.00 0.00 -0.01
-0.01 -0.01 0.00
0.00 0.00 -0.01
0.03 -0.02 0.02
0.01 -0.01 0.00
0.01 0.00 -0.01
0.01 -0.01 0.00
0.00 0.00 -0.01
-0.01 0.00 0.00
0.01 0.00 0.00
0.00 0.00 0.00
0.00 -0.01 0.00
0.00 0.01 0.01
0.00 0.00 0.00
0.01 -0.02 -0.02
-0.01 0.00 0.00
-0.01 0.01 0.00
0.01 -0.01 -0.01
0.00 -0.01 0.00
0.02 -0.02 -0.01
-0.01 0.00 0.00
-0.01 -0.01 -0.01
-0.01 0.02 0.01
0.01 0.00 -0.01
-0.01 -0.01 0.01
0.01 -0.02 -0.03
-0.01 0.03 -0.01
0.02 -0.02 -0.03
-0.01 -0.01 -0.02
0.00 0.00 0.00
0.00 0.00 0.00
0.01 0.00 0.01
0.00 0.01 -0.01
-0.01 -0.02 0.00
0.01 0.01 -0.01
0.00 0.00 0.00
0.00 0.00 0.00
0.00 0.00 0.00
0.00 0.00 0.00
0.00 0.00 0.00
0.00 0.00 0.00
0.00 0.00 0.00
0.00 0.00 0.00
0.00 0.00 0.00
0.00 0.00 0.00
-0.01 0.00 0.00
0.00 0.00 0.01
0.01 0.00 0.01
-0.14 -0.11 -0.06
0.01 0.00 0.02
0.06 0.01 -0.01
-0.03 0.00 -0.01
-0.04 0.02 -0.01
-0.02 0.00 -0.01
0.00 -0.01 0.01
0.00 0.01 0.00
0.02 0.00 -0.03
0.00 0.00 0.01
0.00 -0.01 0.00
0.00 0.01 -0.01
-0.01 0.00 0.01
0.02 0.02 0.01
0.00 0.00 0.01
0.00 0.01 -0.01
0.01 0.02 0.01
-0.01 0.00 0.00
0.00 0.00 0.00
0.00 0.00 0.00
0.00 0.00 0.00
0.00 0.01 0.01
0.02 -0.01 0.00
0.00 -0.02 0.00
0.02 0.00 -0.01
0.00 -0.03 -0.01
-0.04 0.04 0.03
-0.02 0.02 0.05
0.10 -0.15 -0.14
-0.11 0.17 0.13
0.00 0.00 0.00
0.00 -0.01 -0.01
0.00 0.00 0.00
0.00 0.00 0.00
0.00 0.00 0.00
0.00 0.01 0.00
-0.02 0.02 0.01
-0.03 -0.04 -0.01
0.05 0.01 0.00
0.00 0.02 0.00
-0.01 -0.05 -0.01
-0.10 -0.19 -0.07
0.04 -0.02 0.02
-0.01 0.01 0.00
0.01 0.00 0.03
-0.06 0.02 -0.09
0.19 0.32 0.10
-0.01 0.01 -0.02
-0.02 -0.02 0.02
0.00 -0.01 0.00
0.01 0.00 0.00
0.01 0.00 0.00
-0.01 0.00 0.01
0.01 0.00 0.01

Values from the calculation:
Frontier orbital gap = 4.89 eV
E_HOMO = -2.84 eV
Molar mass = 1039.5 g/mol
Total charge = -1
ΔE to the lowest compared entry with this formula, charge and spin = 0.160 eV
Energy = -103545.10078 eV